The following is a quantum chemistry calculation of a cluster of 6 separate species, C20H57N5O6 in total in a non-equilibrium geometry, from the Open Molecules 2025 dataset.

Geometry (Å):
C 0.9820 -4.7102 -1.7822
O 0.6930 -4.6173 -0.4534
C 1.0425 -3.3123 0.1247
C 1.0783 -3.5338 1.6982
C 1.7199 -2.2311 2.3197
N 1.6794 -4.7575 2.1572
H 0.5716 -3.8591 -2.3760
H 0.4774 -5.6551 -2.1745
H 2.0818 -4.7822 -1.9608
H 2.0334 -3.0697 -0.2908
H 0.3544 -2.4159 -0.1449
H 0.0245 -3.4944 1.9846
H 1.4727 -2.1662 3.3913
H 1.3694 -1.2870 1.9145
H 2.8040 -2.2731 2.2629
H 2.6126 -4.8248 1.7117
H 1.2554 -5.6177 1.7649
C -1.5346 2.9076 -4.8627
O -1.5504 3.3870 -3.5682
C -0.3522 3.1572 -2.8989
C -0.6138 3.6078 -1.4644
C -0.6789 5.1457 -1.5026
N 0.4337 3.0833 -0.6224
H -1.3806 1.7664 -4.9516
H -0.7113 3.3208 -5.4659
H -2.4478 3.2304 -5.4061
H -0.1697 2.0454 -2.8947
H 0.5475 3.6526 -3.2814
H -1.5929 3.1394 -1.2364
H -1.3035 5.5016 -2.3217
H 0.3087 5.5057 -1.6521
H -1.1048 5.5746 -0.5522
H 1.3788 3.3742 -0.8629
H 0.3791 3.4723 0.3326
C 4.1397 -1.1113 -1.4085
O 2.8284 -0.9773 -2.0306
C 2.8387 -1.5104 -3.4189
C 2.4213 -0.3775 -4.4106
C 3.3994 0.7973 -4.2800
N 1.0020 -0.0011 -4.3098
H 4.4541 -2.1472 -1.4100
H 4.0032 -0.8602 -0.3724
H 4.8368 -0.4553 -1.8946
H 3.7750 -1.9328 -3.6205
H 2.0130 -2.2115 -3.5373
H 2.5969 -0.8511 -5.3558
H 3.1569 1.3537 -3.4018
H 3.4064 1.4976 -5.1240
H 4.4791 0.3760 -4.0875
H 0.4170 -0.6200 -4.8386
H 0.7040 0.1288 -3.3350
C -1.0739 1.0810 4.6979
O -1.1095 0.5263 6.0402
C 0.1906 0.3666 6.5847
C 0.0663 -0.2175 7.9258
C -0.8153 0.6140 8.8414
N 1.3973 -0.5148 8.5403
H -2.1265 1.3250 4.4522
H -0.4844 0.4536 4.0254
H -0.5674 2.0614 4.6838
H 0.7468 -0.3808 5.9843
H 0.6950 1.3380 6.6971
H -0.4730 -1.1918 7.7163
H -0.1314 1.4509 9.1149
H -1.1374 0.1464 9.7865
H -1.7353 1.0571 8.3380
H 1.2874 -1.0545 9.4093
H 1.9581 -1.1215 7.9907
C -4.8443 2.2619 -0.7465
O -4.6781 0.9334 -1.0765
C -3.3567 0.7103 -1.6247
C -3.4278 -0.5792 -2.4013
C -3.5610 -1.7576 -1.3917
N -2.2338 -0.8759 -3.1721
H -4.1774 2.6195 0.0389
H -5.8175 2.2795 -0.2049
H -4.8391 2.9397 -1.5701
H -3.0307 1.5434 -2.3654
H -2.6082 0.5933 -0.7636
H -4.2951 -0.4209 -3.1246
H -2.5950 -1.8751 -0.9600
H -3.9615 -2.6584 -1.9350
H -4.2350 -1.3933 -0.6371
H -2.0336 -0.1052 -3.8270
H -1.4396 -0.9739 -2.5218
O 0.5262 -0.1009 -0.7241
H 0.2564 0.8418 -0.7499
H 1.3336 -0.2840 -1.1702

Atoms 1-2, force components in eV/Å:
C -0.30 -0.91 -2.08
O -0.56 1.68 1.79

The max |F| comes out at 3.64 eV/Å. The energy above the lowest of the compared OMol25 structures with the same formula, charge and spin is 55.30 kcal per mole. The calculation puts the gap between HOMO and LUMO at 0.35339 Eh. As for the charge: 0. The SMILES is COC[C@H](C)N.COC[C@H](C)N.COC[C@H](C)N.COC[C@H](C)N.COC[C@H](C)N.O.



The following is a quantum chemistry calculation of a structure of composition C20H58O10 in a non-equilibrium geometry, from the Open Molecules 2025 dataset.

Geometry (Å):
C -0.0229 1.1439 0.0664
C -0.3083 -0.2032 0.7193
O -1.2896 -0.3037 1.6955
H 0.8917 1.2168 -0.5220
H 0.1148 1.9718 0.7619
H -0.8475 1.2899 -0.6314
H 0.7023 -0.4640 1.0335
H -0.4280 -0.9682 -0.0479
C -2.2591 -2.5682 -0.6073
C -3.5920 -2.2235 -1.3228
O -4.5701 -1.7057 -0.4590
H -1.5112 -2.9500 -1.3023
H -2.3728 -3.3695 0.1228
H -1.8902 -1.6804 -0.0937
H -4.0241 -3.1331 -1.7400
H -3.4082 -1.5790 -2.1824
C 1.6727 0.2217 4.4200
C 0.9520 0.2145 3.0600
O -0.2310 -0.4998 3.2091
H 2.4833 0.9477 4.4838
H 2.0072 -0.7960 4.6211
H 0.9970 0.4988 5.2292
H 1.5741 -0.3405 2.3579
H 0.7808 1.2126 2.6568
H -0.5968 -0.4457 2.3232
C 2.8388 0.1773 0.0962
C 3.8439 1.2488 -0.3008
O 4.7553 0.5322 -1.1524
H 2.0543 0.5350 0.7630
H 3.3204 -0.6402 0.6327
H 2.3818 -0.1546 -0.8360
H 4.3278 1.7529 0.5358
H 3.3400 2.0430 -0.8517
H 5.0927 1.2123 -1.7400
C 0.2964 -3.4861 1.3012
C -0.7302 -3.1765 2.3170
O -1.6624 -2.2426 1.8599
H 0.8598 -2.5787 1.0834
H -0.0989 -3.7697 0.3258
H 1.0533 -4.1880 1.6512
H -0.2446 -2.6860 3.1606
H -1.2289 -4.0513 2.7342
H -1.2486 -1.3943 1.6843
C -2.8362 2.1830 -0.3651
C -3.2564 0.9049 -1.0636
O -4.0565 0.1632 -0.1710
H -2.2594 1.9631 0.5333
H -3.6479 2.8372 -0.0466
H -2.1812 2.8314 -0.9470
H -2.4497 0.2785 -1.4443
H -3.8465 1.1441 -1.9483
H -4.2470 -0.7100 -0.5216
C 2.6343 2.5898 -2.6306
C 1.1108 2.7207 -2.6408
O 0.4501 2.1756 -3.8264
H 3.1394 3.0578 -1.7857
H 3.0686 3.1822 -3.4359
H 2.9374 1.5485 -2.7397
H 0.9001 3.7763 -2.4693
H 0.6146 2.2521 -1.7909
H -0.4812 2.2211 -3.5982
C -1.4783 3.2993 3.8499
C -0.9439 2.0687 3.0995
O -1.9067 1.4942 2.2771
H -0.8503 3.6803 4.6552
H -2.3551 2.9669 4.4055
H -1.8072 4.1055 3.1941
H -0.5457 1.2915 3.7517
H -0.0574 2.4009 2.5593
H -1.4679 0.8260 1.7455
C 0.0148 -0.4298 -2.5602
C -1.2996 0.1789 -3.0772
O -1.3698 0.2252 -4.4745
H 0.1043 -1.4087 -3.0311
H -0.0887 -0.7017 -1.5097
H 0.8967 0.1983 -2.6863
H -1.5101 1.1609 -2.6537
H -2.0893 -0.4851 -2.7255
H -2.0673 0.8476 -4.6931
C 1.6520 -2.1672 -0.6834
C 2.4741 -2.1302 -1.9743
O 2.5490 -3.4377 -2.4582
H 1.9093 -1.3388 -0.0234
H 1.8935 -3.0614 -0.1088
H 0.5818 -2.1342 -0.8877
H 3.4526 -1.7212 -1.7226
H 2.0454 -1.5305 -2.7772
H 2.8960 -3.9375 -1.7156

Atoms 1-2, force components in eV/Å:
C -0.91 0.41 -0.77
C 2.22 0.02 -3.14

The max |F| comes out at 17.69 eV/Å. The energy above the lowest of the compared OMol25 structures with the same formula, charge and spin is 385.00 kcal per mole. The calculation puts the gap between HOMO and LUMO at 0.15316 Eh. As for the charge: -2.



The following is a quantum chemistry calculation of a cluster of 14 separate species, C20H59ClO16S in total in a non-equilibrium geometry, from the Open Molecules 2025 dataset.

Geometry (Å):
C 1.7265 2.3836 0.4861
C 0.9315 0.9940 0.6160
Cl 0.7866 0.6265 2.4313
C 1.6636 -0.2422 -0.1313
C 2.1070 0.3064 -1.5730
C 3.4209 0.3890 -2.1396
S 4.8591 -0.2409 -1.1780
C 3.3175 1.0507 -3.5743
O 4.1282 1.1757 -4.4985
O 1.9927 1.6079 -3.7250
C 1.2276 0.9025 -2.7588
O 0.0034 0.6703 -2.6849
H 1.3251 2.9834 -0.3998
H 2.8587 2.2571 0.3758
H 1.5151 2.9752 1.4440
H -0.1136 1.1409 0.1785
H 0.9685 -1.1595 -0.1804
H 2.6065 -0.4679 0.4752
H 4.5158 -1.5846 -0.9384
C 0.2284 -2.9336 -2.8310
O 0.3705 -2.0369 -1.7358
H 0.2564 -3.9572 -2.4558
H -0.7280 -2.7566 -3.3276
H 1.0482 -2.7846 -3.5352
H 0.3406 -1.1409 -2.0974
C -0.6066 -0.6679 5.9365
O 0.6645 -0.1525 5.5693
H -0.5476 -1.7557 5.9722
H -0.8879 -0.2887 6.9223
H -1.3531 -0.3706 5.1956
H 0.5856 0.8095 5.5449
C -3.0175 2.7419 1.2684
O -1.7455 3.2588 0.8992
H -2.9596 1.6549 1.3057
H -3.2956 3.1229 2.2531
H -3.7641 3.0390 0.5280
H -1.8245 4.2204 0.8741
C 6.3540 -4.2515 -2.4530
O 6.1939 -3.2271 -1.4810
H 6.0888 -5.2080 -2.0031
H 5.6957 -4.0568 -3.3032
H 7.3947 -4.2840 -2.7851
H 6.4346 -2.3928 -1.9051
C -3.9590 1.6264 4.6400
O -4.3516 0.9847 3.4334
H -4.1875 2.6901 4.5642
H -4.5077 1.1983 5.4802
H -2.8837 1.4973 4.7915
H -4.1390 0.0481 3.5269
C 3.5094 -6.0991 -0.6845
O 3.2183 -6.2633 -2.0654
H 4.4261 -6.6409 -0.4501
H 3.6498 -5.0380 -0.4627
H 2.6894 -6.5007 -0.0840
H 2.4050 -5.7751 -2.2454
C 0.7840 -4.6889 -6.5777
O 0.6240 -3.6532 -5.6184
H 0.5216 -5.6404 -6.1145
H 0.1241 -4.5080 -7.4300
H 1.8236 -4.7249 -6.9123
H 0.8619 -2.8239 -6.0521
C -3.8811 1.0803 8.9742
O -4.5493 1.5690 7.8200
H -3.7527 0.0022 8.8757
H -2.9001 1.5545 9.0615
H -4.4783 1.2929 9.8644
H -4.6503 2.5226 7.9317
C 4.5788 3.1097 -7.2361
O 4.3786 4.2483 -8.0632
H 5.4367 3.2906 -6.5886
H 3.6919 2.9408 -6.6214
H 4.7746 2.2328 -7.8587
H 3.6160 4.0627 -8.6242
C -5.6881 4.5149 -1.1028
O -5.5554 5.3992 0.0015
H -5.6568 3.4887 -0.7369
H -6.6433 4.6913 -1.6036
H -4.8638 4.6754 -1.8021
H -5.5862 6.2981 -0.3484
C 4.6422 0.2065 3.9401
O 3.6182 -0.6115 3.3978
H 5.5556 0.0551 3.3640
H 4.3465 1.2576 3.8789
H 4.8226 -0.0698 4.9823
H 2.8219 -0.4586 3.9246
C -7.2889 6.5055 3.1317
O -6.3874 5.6154 3.7713
H -7.6570 7.2227 3.8657
H -6.7709 7.0403 2.3316
H -8.1316 5.9432 2.7215
H -6.0779 4.9933 3.1002
C -2.4256 -5.1654 -3.4701
O -1.5245 -6.0538 -2.8235
H -2.7859 -4.4372 -2.7433
H -1.9084 -4.6433 -4.2793
H -3.2741 -5.7267 -3.8699
H -1.2214 -6.6857 -3.4869

Atoms 1-2, force components in eV/Å:
C -0.32 -0.01 0.39
C 0.40 0.55 -0.92

The max |F| comes out at 4.63 eV/Å. The calculation puts the gap between HOMO and LUMO at 0.31148 Eh. As for the charge: 0.